132
Properties=species:S:1:pos:R:3:forces:R:3 method="wB97M-V/def2-TZVPD" homo_energy_ha=-0.309 e_above_lowest_ev=0.000 max_force_ev_per_a=9.52 lumo_energy_ev=-7.195 charge=+1 homo_lumo_gap_ev=1.22
C -6.224 -3.192 -4.643 -0.5793 -0.2274 -0.1371
C -5.617 -4.492 -5.153 -0.1385 0.0453 0.2011
C -5.787 -5.590 -4.081 -0.0074 0.6639 -0.1719
C -4.187 -4.379 -5.677 -0.0337 -0.2979 0.2075
C -3.111 -4.052 -4.633 -0.6269 0.0938 -0.8216
C -2.794 -2.573 -4.331 -0.6424 -0.5921 0.3702
C -3.408 -1.455 -5.165 0.0847 0.5567 0.3004
C -4.091 -0.385 -4.302 -0.1655 0.4594 -1.3782
C -4.456 0.785 -5.209 0.1973 -2.5212 -0.0604
Br -6.409 0.969 -5.396 0.8328 -0.5200 -0.1411
O -3.405 -2.366 -2.983 0.1838 -0.2010 0.6142
S -2.375 -1.845 -1.921 -0.8284 -0.5176 -0.6432
O -1.912 -2.948 -1.155 0.6458 -0.7149 0.0263
O -2.880 -0.749 -1.214 -1.0539 0.7383 0.0893
O -1.285 -1.376 -2.997 -0.1523 0.0548 -0.1433
C -1.322 -2.449 -3.950 -0.7287 -1.1614 0.3703
C -0.180 -2.480 -4.935 0.7157 1.6654 0.0905
F 0.001 -3.736 -5.390 -0.1538 -0.6297 0.0180
F -0.377 -1.726 -6.050 -0.6554 0.2374 -0.1550
C 1.048 -1.933 -4.244 0.3022 -0.6086 -0.9911
C 1.761 -2.982 -3.402 0.5042 0.6084 0.8291
Si 2.054 -2.215 -1.702 0.2549 -0.8483 0.5636
C 3.858 -1.992 -1.229 -0.2986 -0.4575 -0.1224
C 1.365 -3.468 -0.420 -0.4122 1.3960 -0.3930
C 1.058 -0.654 -1.514 -0.0518 -0.0777 0.9220
C -0.087 -0.522 -0.737 0.1552 0.5530 0.4471
C -0.816 0.664 -0.750 0.6895 0.1207 0.2955
C -0.386 1.735 -1.514 -0.8325 0.1185 0.6480
C 0.774 1.640 -2.227 0.1805 0.4369 -0.4861
C 1.462 0.463 -2.226 1.3185 -0.4517 -0.2400
H -5.853 -2.904 -3.666 0.3636 0.2059 0.1112
H -6.160 -2.380 -5.358 0.2588 0.2711 -0.1096
H -7.289 -3.368 -4.512 -0.2679 -0.0319 0.1351
H -6.227 -4.790 -6.000 -0.0295 -0.0382 -0.3352
H -4.845 -6.074 -3.856 0.0732 -0.4108 -0.0109
H -6.148 -5.143 -3.163 -0.0040 0.0207 0.3428
H -6.542 -6.298 -4.390 0.0288 -0.4189 -0.0437
H -3.942 -5.360 -6.071 0.1110 -0.2360 -0.1198
H -4.159 -3.724 -6.538 0.1061 0.2922 -0.1469
H -2.226 -4.609 -4.904 0.4680 0.1895 -0.1276
H -3.445 -4.485 -3.701 0.1016 -0.0498 0.3871
H -2.659 -0.910 -5.724 0.4728 -0.2095 -0.2267
H -4.138 -1.796 -5.885 -0.0149 -0.3777 -0.1363
H -5.021 -0.738 -3.892 0.0882 -0.3897 0.6936
H -3.418 0.031 -3.566 -0.1500 -0.2190 0.3317
H -4.089 1.729 -4.839 -1.0675 -1.9117 -0.1693
H -4.085 0.663 -6.215 -0.2136 -0.1639 -0.5157
H -1.148 -3.332 -3.327 0.2670 -0.3621 -0.2950
H 0.759 -1.072 -3.665 -0.2322 0.0704 -0.2367
H 1.690 -1.558 -5.030 0.2450 -0.0185 -0.2661
H 2.720 -3.248 -3.829 0.1776 -0.1040 -0.2190
H 1.222 -3.919 -3.308 -0.2552 -0.0979 0.0417
H 3.961 -1.314 -0.391 0.0161 0.4044 0.0529
H 4.499 -1.729 -2.060 0.1719 0.2894 -0.0920
H 4.194 -2.958 -0.859 0.1529 -0.2487 -0.0623
H 1.529 -3.204 0.618 0.1422 -0.4300 0.3313
H 1.959 -4.555 -0.634 -0.0160 0.8274 0.0940
H 0.308 -3.606 -0.621 -0.2003 -0.4774 0.1465
H -0.464 -1.333 -0.136 0.1081 -0.1678 0.1139
H -1.720 0.726 -0.176 -0.0121 0.2129 0.1334
H -0.964 2.639 -1.550 -0.1942 0.2791 0.0205
H 1.121 2.465 -2.819 0.0559 0.2692 -0.1992
H 2.370 0.397 -2.813 0.1647 0.0554 -0.1903
F -3.588 3.662 -2.769 -0.5036 -0.0461 -0.8783
P -2.743 3.524 -4.185 2.0254 1.8101 0.2322
F -1.292 3.135 -4.924 -0.7511 0.0590 -0.3582
F -4.222 3.064 -4.828 1.2403 2.6153 0.3934
F -2.579 1.923 -3.783 0.1371 0.5455 0.9578
F -1.867 4.702 -3.420 0.3346 -0.8734 -0.1709
F -2.890 4.597 -5.426 -0.3647 0.1639 0.9226
C -7.777 4.041 -6.040 0.2512 0.6539 0.0187
Cl -6.320 4.313 -5.110 -1.0295 0.4376 -0.2519
Cl -8.677 2.635 -5.435 -1.6529 0.6207 0.0828
Cl -8.833 5.467 -6.076 0.1053 -0.2710 0.0329
H -7.488 3.826 -7.060 -0.0531 -0.0825 -0.0480
C 3.529 1.922 0.802 0.1179 -0.1160 -0.1951
C 2.499 1.960 1.912 0.0264 0.2266 0.1728
N 2.592 0.847 2.839 0.1195 -0.2247 -0.1278
C 1.452 0.767 3.740 -0.3772 -0.1122 0.0784
C 1.260 1.912 4.734 0.0595 0.0635 0.2092
C 3.886 0.637 3.457 0.3087 -0.0745 -0.0240
C 4.506 1.785 4.259 0.1390 0.2667 -0.2858
H 3.466 0.989 0.236 -0.0164 -0.0143 0.0238
H 3.356 2.745 0.110 0.0089 0.0038 -0.0248
H 4.548 2.035 1.190 -0.0348 0.1046 0.0261
H 1.512 1.935 1.444 -0.0511 -0.0675 0.0779
H 2.577 2.930 2.424 -0.0251 0.0481 -0.0687
H 1.507 -0.176 4.292 0.2140 0.0133 0.0114
H 0.550 0.685 3.124 0.0973 0.0637 -0.1490
H 1.972 1.845 5.556 0.0971 -0.0265 -0.0828
H 0.261 1.854 5.168 -0.0623 0.0068 -0.1000
H 1.350 2.893 4.266 -0.0538 -0.0098 -0.0511
H 4.607 0.355 2.661 -0.2189 -0.0749 -0.1422
H 3.829 -0.249 4.090 -0.1198 0.1019 0.1538
H 4.394 2.752 3.757 0.0038 -0.0399 -0.0666
H 5.586 1.606 4.397 -0.0251 -0.0482 0.1078
H 4.073 1.842 5.258 0.0907 -0.1488 0.0516
Be -8.424 -0.132 -4.213 0.6351 0.2116 -0.1994
Br 2.161 -6.070 -1.133 0.0799 -0.7520 -0.1554
C 2.983 -0.448 8.820 0.0079 0.2210 0.8292
C 2.544 0.508 7.656 2.0450 0.5335 0.2225
O 3.468 0.433 6.706 -0.5062 0.3115 -0.5776
H 3.934 -0.137 9.231 0.0799 0.1232 -0.1794
H 2.243 -0.425 9.643 0.7619 0.1003 0.5522
H 3.069 -1.494 8.482 0.3475 0.2856 -0.0234
H 2.357 1.500 8.145 0.2559 0.1538 -0.0899
H 1.514 0.200 7.394 2.3044 3.5001 -2.5279
O 6.949 1.127 1.644 0.1438 -0.1791 0.0348
H 6.762 1.511 2.533 -0.2857 0.0187 -0.0321
H 7.015 1.833 0.957 0.2182 0.4309 0.0535
H 6.272 0.459 1.406 -0.2099 0.0864 0.1804
F -2.145 1.356 11.813 -0.0012 -0.0107 0.0272
C -1.875 1.463 10.506 0.0741 0.0077 -0.0272
C -1.278 0.400 9.859 0.1682 -0.2929 -0.1542
C -1.014 0.522 8.497 -1.5044 0.8821 -0.0683
C -1.324 1.686 7.814 -0.1046 0.0707 -0.0121
C -1.919 2.741 8.491 0.0728 -0.0413 0.0166
C -2.202 2.630 9.843 -0.0744 0.1310 0.0379
H -1.034 -0.503 10.415 -0.1258 0.1278 0.0225
H -0.562 -0.302 7.974 -4.9951 3.0342 -0.2946
H -1.106 1.773 6.761 -0.0271 0.0005 -0.0291
H -2.162 3.653 7.966 -0.0149 0.0195 0.0029
H -2.673 3.438 10.386 0.0101 -0.0131 0.0393
K 0.803 -1.006 8.181 1.1578 -9.1804 2.2526
Cl 8.036 4.015 0.499 -0.2207 -0.1742 0.0141
C 9.672 4.262 1.199 0.3412 -0.1835 0.0379
C 9.702 4.042 2.688 -0.0583 0.0933 0.0831
Cl 8.789 5.286 3.569 -0.0657 -0.0406 -0.0069
H 9.984 5.268 0.935 -0.1693 0.0692 -0.0146
H 10.337 3.555 0.708 -0.0588 -0.0464 -0.0352
H 10.731 4.086 3.039 0.0336 0.0057 -0.0543
H 9.289 3.072 2.958 0.0274 -0.0247 0.0044

---

9
Properties=species:S:1:pos:R:3:forces:R:3 method="wB97M-V/def2-TZVPD" homo_energy_ha=-0.361 e_above_lowest_ev=2.816 max_force_ev_per_a=7.02 lumo_energy_ev=-0.088 charge=0 homo_lumo_gap_ev=9.74
C -0.532 -0.408 -0.731 -0.1513 2.1190 -0.9209
C -0.525 0.310 0.609 1.2680 -6.2481 2.9447
C 0.723 0.129 -0.152 1.0247 2.1448 0.0527
Cl -1.336 1.585 1.250 -0.8101 1.7708 0.0279
Cl 1.318 1.641 -0.951 0.1505 -0.9824 0.5533
Br 2.033 -1.090 0.628 -0.2154 0.7277 -0.7610
H -0.418 -1.433 -0.799 -0.8841 -2.1364 0.1697
H -0.917 0.087 -1.661 0.3844 -0.3575 1.1476
H -0.347 -0.822 1.806 -0.7667 2.9621 -3.2141

---

51
Properties=species:S:1:pos:R:3:forces:R:3 method="wB97M-V/def2-TZVPD" homo_energy_ha=-0.348 e_above_lowest_ev=3.115 max_force_ev_per_a=5.11 lumo_energy_ev=-0.184 charge=0 homo_lumo_gap_ev=9.30
N 13.102 -22.518 16.157 4.5483 1.0840 -1.0660
C 11.815 -22.692 16.084 -2.7373 -2.3175 1.7258
N 11.022 -21.671 16.313 -1.8033 3.4159 -0.0316
O 11.328 -23.803 16.130 -0.3581 -1.7498 -0.7828
H 13.479 -21.651 15.801 0.0355 0.1834 0.2163
H 13.639 -23.303 15.816 -0.1534 -0.0927 0.1710
H 10.043 -21.851 16.485 0.3285 -0.1797 -0.2371
H 11.288 -20.698 16.268 0.1584 -0.2624 0.0405
N 12.608 -10.585 22.698 -1.9339 4.6415 0.8829
C 12.974 -11.725 22.198 0.0841 -1.8076 0.6785
N 12.485 -11.875 20.956 0.2422 -0.7475 -1.2704
O 13.556 -12.459 22.948 1.7356 -2.7623 -0.2408
H 12.548 -10.570 23.706 -0.0164 0.1514 -0.2601
H 11.822 -10.234 22.170 -0.1045 0.9119 0.9958
H 11.941 -11.078 20.659 0.1552 -0.8696 -0.8890
H 12.646 -12.708 20.408 -0.1827 0.4627 0.0787
N 14.645 -16.601 18.635 1.0332 2.0714 1.5043
C 14.346 -17.801 18.212 -0.7201 1.5548 -2.1092
N 14.243 -18.656 19.175 -0.2614 -4.0688 2.6399
O 14.073 -18.013 17.066 -0.7665 -1.1942 -2.7499
H 15.032 -16.711 19.562 0.1647 2.0305 -0.1688
H 14.619 -15.826 17.989 0.5282 -0.0879 0.5973
H 14.022 -19.588 18.855 0.2166 -0.0344 0.4894
H 14.681 -18.518 20.075 -0.2758 -0.3060 -0.2143
O 10.382 -20.875 21.766 -0.0017 0.2993 -0.0830
H 9.597 -21.355 22.030 -0.2206 -0.1145 0.0494
H 11.107 -21.455 21.999 0.2117 -0.1366 0.0277
O 8.624 -11.519 18.099 -0.0527 0.1041 0.3089
H 8.759 -10.956 17.337 0.0134 0.1572 -0.1760
H 8.870 -12.394 17.799 0.0727 -0.3000 -0.0984
O 9.055 -17.410 19.230 -0.1830 0.0755 -0.2772
H 9.817 -16.983 19.622 0.2002 0.1288 0.0773
H 8.836 -18.116 19.839 -0.0353 -0.2207 0.1865
O 10.947 -14.525 15.696 0.0259 0.2916 0.1295
H 10.339 -14.720 14.983 -0.1586 -0.0309 -0.1922
H 11.237 -15.384 16.005 0.1239 -0.2619 0.1031
O 8.145 -12.804 22.126 0.1050 0.1033 0.2299
H 7.928 -12.286 21.351 -0.0426 0.1772 -0.2535
H 7.917 -13.702 21.885 -0.0649 -0.2885 -0.0163
O 11.388 -16.804 23.971 0.2166 0.0127 0.0756
H 11.240 -17.439 23.270 -0.0308 -0.2106 -0.1682
H 10.514 -16.484 24.193 -0.2045 0.1480 0.0738
O 5.978 -21.386 16.794 0.2323 -0.0067 -0.0073
H 5.614 -20.673 17.319 -0.0537 0.1784 0.1374
H 5.213 -21.841 16.444 -0.1596 -0.1707 -0.1273
O 6.466 -16.829 22.670 0.2606 0.0106 -0.1022
H 6.178 -17.016 23.564 -0.0375 -0.0266 0.2617
H 5.658 -16.811 22.157 -0.1868 0.0384 -0.1746
O 5.670 -15.816 17.092 0.0206 0.1874 -0.0614
H 4.762 -16.113 17.141 -0.2482 -0.0116 -0.0261
H 6.185 -16.566 17.389 0.2808 -0.1604 0.1027

---

120
Properties=species:S:1:pos:R:3:forces:R:3 method="wB97M-V/def2-TZVPD" homo_energy_ha=-0.164 e_above_lowest_ev=3.976 max_force_ev_per_a=3.87 lumo_energy_ev=2.203 charge=-1 homo_lumo_gap_ev=6.68
C -3.097 2.977 2.136 -0.1880 -0.1961 0.2818
C -1.799 2.234 2.758 -1.8997 1.0813 -0.8813
O -0.700 2.558 1.895 -0.1996 -1.5820 2.0158
C 0.371 1.559 2.014 0.0529 0.2763 0.1106
P 1.292 1.538 0.285 -0.0754 0.6792 2.3270
C 3.090 1.529 1.032 1.9713 0.5138 -0.5236
C 3.719 2.979 0.841 -0.8269 0.0643 2.9680
O 3.723 3.771 1.824 0.2797 -1.8758 -3.1851
C 1.151 -0.404 0.229 -1.1778 0.9917 -1.5454
O 1.962 -0.897 1.339 -0.3473 -3.7135 -1.0335
C 2.143 -2.271 1.288 1.3474 1.0719 1.4324
F 3.215 -2.557 2.179 -2.0756 0.2217 -1.7001
F 1.041 -3.007 1.799 2.0233 1.1293 -1.5973
F 2.545 -2.771 0.041 -1.2635 0.5936 2.4218
O -0.275 1.868 -0.382 0.5232 -0.1430 -2.9698
C -0.093 2.558 -1.647 -0.2102 -1.0740 0.2387
P 0.099 4.440 -1.654 -0.1242 0.8326 -0.8560
C 1.923 4.928 -1.451 0.5747 0.0399 0.2326
C -0.813 5.260 -0.217 0.4945 0.6244 1.0285
C 1.080 1.703 -2.366 -1.7408 0.1539 0.7681
C 0.231 0.439 -2.941 0.8496 -0.0302 0.2590
P 1.900 2.349 -3.943 2.0212 -2.0940 -0.7740
N 2.835 1.163 -4.555 -0.9545 0.8990 -0.3047
O 2.037 1.426 -1.318 -1.2986 0.9587 -2.0277
H -3.641 2.340 1.363 1.1177 0.9023 1.1426
H -3.872 3.224 2.947 1.1040 -0.4234 -0.9444
H -2.818 3.964 1.649 -0.1382 -1.2426 0.5941
H -2.069 1.118 2.757 0.7913 1.4038 0.2097
H -1.691 2.638 3.817 0.3209 -0.7264 -1.0249
H -0.101 0.538 2.210 0.5993 1.2420 -0.0021
H 1.070 1.853 2.869 -0.9392 -0.4788 -0.9400
H 1.400 2.970 0.413 0.0322 0.0697 -0.4228
H 3.095 1.328 2.146 0.0656 0.1739 -1.3705
H 3.766 0.789 0.467 -0.9416 0.9174 0.8868
H 4.154 3.299 -0.170 -0.5499 -0.4368 1.0905
H 0.041 -0.640 0.322 1.4433 -0.1398 0.2061
H 1.527 -0.703 -0.797 -0.1954 -0.1531 1.6347
H -1.000 2.383 -2.327 0.9411 0.4164 1.2686
H 2.106 5.436 -0.449 -0.0583 -0.9511 -1.0932
H 2.284 5.641 -2.274 -0.8872 -1.0344 1.0581
H 2.525 3.968 -1.570 -0.6547 1.3469 0.5388
H -1.948 5.167 -0.279 1.6105 -0.1559 0.0123
H -0.571 6.383 -0.295 -0.3258 -1.5661 -0.1319
H -0.417 4.943 0.809 -0.7631 0.1277 -1.3584
H -0.144 0.660 -4.000 0.6367 -0.3504 1.4523
H -0.681 0.216 -2.301 1.2862 0.4106 -0.6046
H 0.898 -0.474 -2.958 -0.8141 1.1619 -0.2413
H 2.771 3.476 -3.702 -1.1247 -0.3220 0.1545
H 0.932 2.648 -4.958 0.0047 0.5589 1.0366
H 2.500 0.931 -5.506 0.2569 0.0921 0.7885
C -2.243 -3.643 -4.409 -0.2319 0.2143 0.1548
C -0.961 -2.853 -4.433 0.0103 0.6785 0.2281
O -0.924 -1.697 -4.061 -0.3016 -0.8775 -0.4056
C 0.275 -3.551 -4.936 0.2868 0.2797 0.0454
H -3.048 -3.014 -4.024 0.1200 -0.0446 -0.0342
H -2.502 -3.963 -5.421 0.0609 -0.1982 0.0730
H -2.133 -4.511 -3.755 -0.0125 -0.1154 -0.1847
H 0.128 -3.867 -5.971 -0.0148 -0.1992 0.0856
H 0.497 -4.415 -4.305 -0.0731 -0.1135 -0.1655
H 1.121 -2.862 -4.897 -0.1188 -0.0411 0.0164
C -6.901 3.571 -1.377 0.0544 0.2917 0.2266
C -5.915 2.508 -0.968 0.4924 0.0408 0.5244
O -5.156 2.678 -0.036 -0.6808 -0.0209 -0.6405
C -5.907 1.228 -1.761 0.2609 -0.1951 0.1704
H -6.795 4.436 -0.720 0.0204 -0.1184 -0.0609
H -6.705 3.885 -2.404 -0.1744 -0.1056 -0.0345
H -7.920 3.187 -1.288 0.0088 -0.0019 -0.2125
H -5.666 1.438 -2.805 -0.1883 -0.0501 -0.0234
H -6.881 0.740 -1.689 -0.0248 0.0657 -0.2011
H -5.147 0.557 -1.355 -0.0666 0.1165 -0.0369
C -0.886 -7.577 1.391 -0.1744 -0.3470 -0.0068
C -1.028 -6.938 0.035 -0.1734 -0.1422 -0.5782
O -1.638 -7.490 -0.862 0.1713 0.1318 0.3485
C -0.387 -5.593 -0.165 -0.1444 0.0912 -0.2475
H -1.396 -8.542 1.391 0.0380 0.1125 -0.0308
H 0.171 -7.739 1.615 -0.0210 0.1868 0.0741
H -1.340 -6.939 2.152 0.1932 0.0478 0.0428
H 0.690 -5.669 -0.008 -0.0964 0.0732 0.1652
H -0.821 -4.868 0.528 0.1797 0.0065 0.0789
H -0.569 -5.254 -1.186 -0.0057 -0.0521 0.1068
C 4.119 -5.879 -0.961 -0.3237 0.1662 -0.0701
C 3.555 -7.150 -0.390 -0.4221 0.0728 -0.0037
O 2.358 -7.300 -0.259 0.2783 -0.1300 0.0500
C 4.530 -8.225 0.012 -0.2578 -0.2938 0.1448
H 3.301 -5.197 -1.202 0.1095 -0.0610 0.0561
H 4.770 -5.399 -0.227 0.1323 -0.0351 -0.1415
H 4.675 -6.096 -1.875 0.1753 0.0423 0.1266
H 5.198 -7.850 0.789 0.1362 0.0071 -0.1674
H 5.106 -8.549 -0.858 0.1530 0.1151 0.0996
H 3.980 -9.082 0.406 0.0397 0.1082 -0.0510
C 0.117 6.593 -6.370 -0.1143 -0.3329 -0.0546
C 1.065 6.546 -5.201 0.1619 -0.6665 0.3627
O 1.338 5.500 -4.652 -0.0142 0.5128 -0.4552
C 1.662 7.850 -4.739 0.1947 -0.0897 0.2808
H -0.234 5.584 -6.591 0.0567 0.1061 0.0674
H -0.745 7.218 -6.125 0.0851 0.1210 -0.1270
H 0.631 6.986 -7.250 -0.1166 0.1700 0.0339
H 0.869 8.530 -4.422 0.0504 0.0933 -0.1600
H 2.245 8.299 -5.547 -0.1557 0.1355 -0.0086
H 2.324 7.664 -3.891 -0.0937 -0.0093 -0.0936
C 0.478 -3.009 6.531 -0.0856 0.1865 0.2984
C -0.828 -3.023 5.782 -0.4746 0.1554 0.0945
O -1.847 -2.582 6.281 0.2872 -0.5681 -0.2503
C -0.823 -3.600 4.394 -0.3568 0.1019 -0.0465
H 0.325 -2.565 7.517 -0.0036 -0.0456 -0.1102
H 0.843 -4.031 6.660 0.1196 0.0480 -0.1440
H 1.211 -2.411 5.986 0.0298 -0.1521 -0.0612
H -0.515 -4.648 4.427 0.2034 0.0713 -0.0796
H -0.146 -3.027 3.758 0.0940 -0.1711 0.0603
H -1.829 -3.543 3.975 0.0986 0.0184 0.0791
C 0.135 2.275 6.988 0.3151 0.1116 -0.3342
C -0.309 0.908 6.538 0.1679 -0.2660 -0.4976
O 0.158 0.390 5.542 -0.1118 0.1097 0.4572
C -1.352 0.206 7.366 -0.0082 -0.2696 -0.3027
H 0.888 2.657 6.296 -0.1015 -0.0540 0.0494
H -0.716 2.959 6.992 0.0180 -0.0246 0.1939
H 0.575 2.213 7.986 -0.1863 0.0829 0.0658
H -2.271 0.797 7.388 0.0703 0.0745 0.2045
H -0.978 0.051 8.381 -0.1330 0.1699 0.0728
H -1.570 -0.766 6.917 0.0143 0.4090 0.2577